# C29H40Cl7NO6

A cluster of 6 separate species, C29H40Cl7NO6 in total (wB97M-V/def2-TZVPD, the OMol25 dataset).

As for the charge: 0. The HOMO energy comes out at -9.9815 eV. Its LUMO energy is -1.37 eV.

Last column: Mulliken charge in e.
Atoms and positions in Å:
C 15.72087 4.92045 4.59531  -1.400
C 15.40909 5.11623 6.08164  -0.101
C 16.45134 5.90734 6.86414  0.577
C 17.09825 7.05662 6.03203  -1.787
N 18.00301 7.93146 6.86362  0.740
C 18.59759 9.08582 6.08196  -0.744
C 19.04644 10.13729 7.09513  -0.946
C 18.25162 9.80419 8.39226  0.472
C 17.31357 8.68154 7.96808  -0.204
C 19.10363 7.10744 7.48555  -0.863
H 14.99097 4.39906 3.97728  0.412
H 16.61068 4.29839 4.45305  0.312
H 15.87424 5.91212 4.16794  0.347
H 15.34033 4.15652 6.59767  -0.356
H 14.41262 5.55852 6.15560  0.469
H 17.28100 5.22305 7.04013  0.253
H 16.02216 6.35142 7.75803  0.310
H 16.28855 7.71920 5.71379  0.419
H 17.65565 6.77849 5.14174  0.562
H 19.38524 8.68709 5.44279  0.434
H 17.79606 9.41604 5.42201  0.423
H 20.10814 10.21433 7.31313  0.415
H 18.75738 11.10474 6.68322  0.338
H 18.90322 9.48564 9.20036  -0.208
H 17.57245 10.55422 8.79023  0.201
H 17.02236 8.03000 8.79343  -0.221
H 16.39200 9.13115 7.59518  0.425
H 19.66875 6.59620 6.71193  0.212
H 18.57648 6.34789 8.06330  0.192
H 19.64652 7.73935 8.17896  0.441
Cl 17.40943 5.73572 10.16407  1.505
O 17.85850 5.14269 8.91426  -0.856
O 18.30506 6.82394 10.52041  -0.543
O 16.09477 6.25816 10.00813  -0.849
O 17.41455 4.75772 11.21017  -0.497
Cl 12.42045 3.63195 9.41925  -0.198
C 14.05316 3.03710 9.60094  0.048
C 14.86398 3.22461 8.33716  -0.270
Cl 14.18437 2.27948 6.94632  -0.234
H 14.14894 2.01848 9.97846  0.381
H 14.53600 3.60742 10.39874  -0.121
H 15.93065 3.03799 8.42050  0.478
H 14.75014 4.24537 7.97799  -0.048
Cl 22.56016 4.67491 11.34088  -0.238
C 20.84077 4.09333 11.49106  0.173
C 20.68316 3.53828 12.88032  -0.516
Cl 19.06891 2.86920 13.17495  -0.173
H 20.68999 3.38767 10.67988  0.318
H 20.21380 4.96338 11.31680  -0.259
H 20.80004 4.34756 13.60169  0.278
H 21.38019 2.77306 13.21149  0.379
Cl 14.28656 6.78419 14.16801  -0.223
C 15.74175 6.48784 13.20021  -0.027
C 17.05250 6.74289 13.90642  0.073
Cl 17.22087 5.64628 15.30642  -0.208
H 15.69608 6.94253 12.20471  -0.163
H 15.68076 5.46478 12.81835  0.333
H 17.12221 7.77651 14.24637  0.367
H 17.90310 6.61264 13.23908  -0.049
C 23.32189 12.74191 11.37286  -0.378
C 22.92091 13.91774 10.77046  -0.661
C 21.58816 14.02660 10.39141  -0.447
C 20.69073 12.99780 10.65335  0.210
C 21.10650 11.81522 11.31641  0.291
C 22.45476 11.68896 11.63522  -0.813
C 20.17086 10.70872 11.60728  0.726
O 20.57335 9.72067 12.17639  -0.660
C 18.72670 11.02373 11.32450  -0.255
C 17.81542 10.01884 11.62990  -0.267
C 16.44403 10.26638 11.50978  -0.311
C 16.01435 11.48701 11.07132  -0.770
C 16.91463 12.48166 10.71205  -0.421
C 18.28035 12.24626 10.75435  0.284
C 19.27448 13.20415 10.23700  0.573
O 18.90962 14.17441 9.60089  -0.677
H 24.33286 12.63307 11.75001  0.370
H 23.59410 14.74175 10.58261  0.418
H 21.25410 14.88724 9.82736  0.466
H 22.85974 10.82236 12.13513  0.492
H 18.19425 9.06413 11.97094  0.586
H 15.70664 9.47368 11.55578  0.399
H 14.95918 11.60624 10.85380  0.383
H 16.62941 13.45231 10.32476  0.476


# C29H40F3N3O10

A structure of composition C29H40F3N3O10 (wB97M-V/def2-TZVPD, the OMol25 dataset).

As for the charge: 0. The HOMO energy comes out at -8.5758 eV. Its LUMO energy is 0.02 eV.

Last column: Mulliken charge in e.
Atoms and positions in Å:
C 8.40727 7.14600 -7.11437  0.674
N 7.29562 6.44445 -6.48186  1.147
O 6.80611 5.65653 -7.24868  -0.554
O 7.07933 6.53290 -5.31245  -0.707
H 9.04037 7.65744 -6.38931  0.759
H 7.98787 7.86518 -7.81792  -1.172
H 8.99052 6.45257 -7.72024  0.247
C 4.37593 5.40550 -12.64216  -0.726
N 4.79309 5.36462 -11.18374  1.200
O 5.56164 4.47397 -10.90440  -0.627
O 4.34500 6.18847 -10.42540  -0.689
H 3.65416 4.63321 -12.90812  0.266
H 5.34280 5.40056 -13.14537  -0.293
H 3.86598 6.36880 -12.65202  0.501
C 6.22048 6.87961 -9.52995  -3.996
N 6.80607 7.39096 -10.86394  0.465
O 7.38433 8.46223 -10.81641  -0.929
O 6.49709 6.66320 -11.82505  1.406
H 6.22138 5.81670 -9.77147  1.050
H 5.28099 7.43140 -9.56105  2.299
H 6.90188 7.39113 -8.85013  -0.198
O 7.27979 9.17624 -7.13474  -0.561
C 6.53262 9.43569 -8.07494  1.609
O 5.32048 8.84705 -8.18477  -0.349
C 5.08858 7.67673 -7.48109  0.710
C 3.73901 7.80951 -6.74838  -1.765
C 6.74103 10.58422 -9.06242  -1.694
H 5.84818 7.34164 -6.77483  0.048
H 5.00309 6.86011 -8.19797  0.195
H 3.40809 6.83171 -6.39842  0.362
H 3.09938 8.26848 -7.50224  0.388
H 3.57213 8.49262 -5.91554  0.387
H 6.06231 10.63068 -9.91405  0.396
H 7.74288 10.60882 -9.49112  0.758
H 6.66076 11.49740 -8.47271  0.524
O 10.30991 8.20378 -9.16157  -0.589
C 9.82107 9.22051 -9.53439  0.299
O 9.78726 10.47031 -8.88526  -0.374
C 10.18681 10.62993 -7.57915  -0.584
C 9.22552 10.02010 -6.54807  -0.164
C 8.94822 9.15595 -10.72535  -0.107
H 10.27588 11.71116 -7.47376  0.331
H 11.24546 10.41559 -7.43274  0.414
H 9.46201 10.37056 -5.54341  0.491
H 9.36026 8.94112 -6.62388  -0.371
H 8.16705 10.23169 -6.69963  -0.045
H 8.82800 8.14292 -11.10928  0.541
H 9.37416 9.76232 -11.52472  0.155
H 7.98356 9.53340 -10.38614  -0.677
F 5.90068 1.12887 -14.34605  -0.339
C 6.43408 2.35164 -13.98749  -0.003
C 6.10136 3.57073 -14.60218  -0.869
C 6.48410 4.80604 -14.20376  0.183
C 7.19793 4.88754 -13.05337  1.136
C 7.63016 3.73117 -12.39241  0.083
C 7.10957 2.51151 -12.80264  -0.769
H 5.46256 3.58030 -15.47295  0.339
H 6.17447 5.62168 -14.84035  -0.628
H 7.49280 5.86070 -12.68949  -0.158
H 8.18574 3.90447 -11.48263  0.455
H 7.18613 1.63432 -12.17729  0.444
F 7.48174 6.05765 -8.83043  -0.048
C 8.59687 5.65051 -9.56717  0.523
C 8.97001 4.27860 -9.57483  -1.230
C 10.16197 3.95593 -10.22151  -0.428
C 10.93068 4.89904 -10.82931  -0.989
C 10.61499 6.23926 -10.83343  -0.876
C 9.42156 6.61972 -10.21051  0.825
H 8.44655 3.45769 -9.10739  0.484
H 10.36804 2.89851 -10.29770  0.452
H 11.70370 4.53133 -11.48781  0.358
H 11.20944 6.94886 -11.38973  0.524
H 9.16437 7.66802 -10.17423  -0.217
F 5.38394 7.76333 -12.63198  -0.387
C 5.87693 7.40030 -13.81710  0.172
C 7.25482 7.36644 -13.98230  0.759
C 7.80413 7.10946 -15.27003  -1.331
C 6.87875 6.93844 -16.31528  -0.209
C 5.49702 7.03837 -16.13144  -0.837
C 5.02106 7.27680 -14.88507  -0.029
H 7.93961 7.52968 -13.16327  0.428
H 8.83143 6.96493 -15.57031  0.425
H 7.31756 6.62258 -17.25020  0.404
H 4.84335 6.84656 -16.96949  0.403
H 3.95726 7.39237 -14.73889  0.502


# C29H40F3N7NbO2S

A structure of composition C29H40F3N7NbO2S (wB97M-V/def2-TZVPD, the OMol25 dataset).

As for the charge: -1. The HOMO energy comes out at -6.1508 eV. Its LUMO energy is 0.74 eV.

Last column: Mulliken charge in e.
Atoms and positions in Å:
O 3.38995 1.85219 -5.00010  -0.571
S 2.28973 2.32363 -3.97989  0.532
O 1.78564 3.70591 -4.55165  -0.555
Nb 3.53600 2.88330 -1.84701  -0.826
C 0.91289 1.07168 -3.76268  0.753
F 1.07906 -0.14431 -4.64409  -0.242
F 0.88910 0.56755 -2.36908  -0.283
F -0.42767 1.73245 -3.98057  -0.243
H 2.71217 1.58823 -0.89024  0.085
H 2.19897 4.03410 -1.34263  0.068
H 4.37382 4.30088 -2.61282  0.060
H 4.80424 1.69730 -2.37330  0.147
H 4.49363 3.27278 -0.31824  0.084
N 8.10291 3.33058 -2.62665  0.031
C 8.87705 4.26303 -1.98652  -0.454
C 9.55379 3.62830 -0.96900  -0.781
C 9.17908 2.26380 -1.00033  0.107
C 8.28462 2.10740 -2.03543  -0.644
H 7.49364 3.51582 -3.41285  0.216
H 8.87889 5.29593 -2.30797  0.372
H 10.24381 4.09711 -0.27950  0.362
H 9.52501 1.47957 -0.33943  0.410
H 7.76228 1.23301 -2.40007  0.370
N -1.79179 -1.22978 -2.39196  0.131
C -2.01671 -1.98910 -1.27331  -0.525
C -3.14902 -2.74202 -1.49056  -0.511
C -3.62021 -2.43014 -2.78823  -0.770
C -2.76167 -1.49597 -3.32318  -0.321
H -1.02899 -0.57604 -2.51195  0.194
H -1.35448 -1.92766 -0.42015  0.386
H -3.58754 -3.44131 -0.79054  0.614
H -4.49158 -2.84306 -3.27984  0.400
H -2.75866 -0.99822 -4.28370  0.401
N 0.69173 4.54799 1.97995  0.030
C 1.46586 5.48045 2.62008  -0.503
C 2.14260 4.84571 3.63760  -0.354
C 1.76789 3.48122 3.60626  -0.337
C 0.87343 3.32482 2.57117  -0.546
H 0.08246 4.73323 1.19375  0.201
H 1.46770 6.51335 2.29863  0.353
H 2.83262 5.31453 4.32710  0.372
H 2.11382 2.69698 4.26716  0.377
H 0.35109 2.45043 2.20653  0.406
N 10.08312 -1.28241 0.28873  -0.003
C 9.85819 -2.04173 1.40738  -0.495
C 8.72588 -2.79464 1.19013  -0.401
C 8.25469 -2.48277 -0.10754  -0.441
C 9.11323 -1.54860 -0.64249  -0.431
H 10.84592 -0.62867 0.16874  0.248
H 10.52042 -1.98029 2.26054  0.364
H 8.28737 -3.49394 1.89015  0.374
H 7.38332 -2.89569 -0.59916  0.394
H 9.11625 -1.05085 -1.60301  0.394
N -5.89777 -1.54167 0.43967  0.135
C -6.40717 -0.88503 1.52957  -0.657
C -7.78017 -0.97694 1.47849  -0.232
C -8.11020 -1.72026 0.32013  0.007
C -6.92878 -2.05876 -0.30083  -0.781
H -4.91490 -1.63147 0.21711  0.179
H -5.75087 -0.40849 2.24540  0.363
H -8.46953 -0.55530 2.19844  0.368
H -9.10279 -1.98115 -0.02367  0.281
H -6.73409 -2.62069 -1.20454  0.329
N -11.75127 -1.83887 0.98559  0.077
C -12.08108 -1.59114 -0.32146  -0.200
C -13.43766 -1.78157 -0.46157  -0.578
C -13.94477 -2.15143 0.80700  -0.352
C -12.88231 -2.17618 1.68250  -0.555
H -10.81933 -1.78093 1.37517  0.172
H -11.32401 -1.30289 -1.03839  0.336
H -14.00133 -1.66537 -1.37814  0.376
H -14.97427 -2.37496 1.05531  0.378
H -12.83424 -2.40561 2.73863  0.348
N -1.01980 -2.71406 2.58743  0.082
C 0.07495 -3.40680 2.14001  -0.406
C 0.93615 -3.57352 3.20150  -0.417
C 0.33696 -2.96504 4.33020  -0.425
C -0.87123 -2.44490 3.92316  -0.459
H -1.81353 -2.44449 2.02089  0.158
H 0.14797 -3.71957 1.10703  0.350
H 1.89207 -4.07984 3.16694  0.383
H 0.74279 -2.91254 5.33221  0.378
H -1.63530 -1.90658 4.46793  0.364


| no. | gap between HOMO and LUMO (hartree) |
| --- | --- |
| 1 | 0.3166 |
| 2 | 0.3158 |
| 3 | 0.2531 |